1.
Density functional theory data (ωB97M-V/def2-TZVPD) for the molecule C3H2O2S at a distorted geometry.

Geometry (Å):
O (0.029, -2.037, 0.086)
C (-0.022, -0.832, 0.177)
C (0.972, 0.332, 0.053)
S (-0.324, 1.662, 0.052)
C (-1.323, 0.177, -0.085)
O (-2.507, 0.008, -0.057)
H (1.831, 0.360, 0.734)
H (1.344, 0.331, -0.961)

Output
- Spin multiplicity: 1
- SMILES: O=C1CSC1=O
- Gap between HOMO and LUMO: 9.0 eV
- HOMO: -9.83 eV
- LUMO: -0.030 Ha
- Charge: 0

Listed below, in e, are the Löwdin charges computed for each atom: 0.13, -0.35, -0.36, 0.94, -0.61, 0.07, 0.09, 0.07


2.
Density functional theory data (ωB97M-V/def2-TZVPD) for a 2-piece molecular cluster, C3H2O2S overall at a distorted geometry.

Geometry (Å):
C (-0.019, -0.578, -0.668)
C (-0.435, -1.728, -0.238)
O (-0.707, -2.855, -0.042)
H (0.786, -0.345, -1.373)
H (-0.770, 0.239, -0.490)
O (1.717, 1.389, -0.315)
C (2.326, 0.424, -0.214)
S (3.430, -0.582, 0.102)

Output
- Spin multiplicity: 1
- SMILES: C=C=O.O=C=S
- Gap between HOMO and LUMO: 9.9 eV
- HOMO: -9.54 eV
- LUMO: 0.012 Ha
- Charge: 0

Listed below, in e, are the Löwdin charges computed for each atom: -0.04, -0.24, 0.16, 0.06, 0.11, 0.09, -0.97, 0.84


3.
Density functional theory data (ωB97M-V/def2-TZVPD) for a 2-piece molecular cluster, C3H2O2S2 overall at a distorted geometry.

Geometry (Å):
S (0.828, -0.555, 1.637)
C (-0.639, -0.932, 0.931)
C (-0.764, -1.418, -0.368)
S (0.285, -1.196, -1.582)
H (-1.413, -0.807, 1.802)
H (-1.633, -1.850, -0.772)
O (1.011, 2.402, 0.568)
C (1.108, 2.225, -0.553)
O (1.217, 2.131, -1.662)

Output
- Spin multiplicity: 1
- SMILES: S=CC=S.O=C=O
- Gap between HOMO and LUMO: 6.7 eV
- HOMO: -8.99 eV
- LUMO: -0.084 Ha
- Charge: 0

Listed below, in e, are the Löwdin charges computed for each atom: 0.70, -0.69, -0.75, 0.74, 0.08, 0.02, 0.18, -0.51, 0.22


4.
Density functional theory data (ωB97M-V/def2-TZVPD) for a 2-piece molecular cluster, C3H2O3 overall at a distorted geometry.

Geometry (Å):
C (0.402, 0.195, 0.245)
C (1.594, 0.326, 0.734)
O (2.617, 0.590, 1.198)
H (0.192, -0.717, -0.201)
H (-0.418, 0.761, 0.663)
O (-0.213, -2.420, 1.345)
C (-0.930, -1.655, 1.764)
O (-1.699, -0.898, 2.208)

Output
- Spin multiplicity: 1
- SMILES: C=C=O.O=C=O
- Gap between HOMO and LUMO: 10.1 eV
- HOMO: -9.62 eV
- LUMO: 0.019 Ha
- Charge: 0

Listed below, in e, are the Löwdin charges computed for each atom: -0.01, -0.25, 0.19, 0.04, 0.08, 0.23, -0.47, 0.19


5.
Density functional theory data (ωB97M-V/def2-TZVPD) for a 2-piece molecular cluster, C3H2O3 overall at a distorted geometry.

Geometry (Å):
O (3.541, 0.779, -0.688)
C (3.626, -0.157, -0.130)
O (3.826, -1.102, 0.383)
C (0.556, 0.763, 1.796)
C (0.930, 1.331, 0.703)
O (0.560, 1.773, -0.626)
H (0.515, 0.220, 2.843)
H (0.854, 1.180, -1.579)

Output
- Spin multiplicity: 1
- SMILES: O=C=O.C#CO
- Gap between HOMO and LUMO: 9.7 eV
- HOMO: -9.78 eV
- LUMO: -0.003 Ha
- Charge: 0

Listed below, in e, are the Löwdin charges computed for each atom: 0.25, -0.56, 0.27, 0.08, -0.22, -0.13, 0.08, 0.24


6.
Density functional theory data (ωB97M-V/def2-TZVPD) for a 2-piece molecular cluster, C3H2O3S overall at a distorted geometry.

Geometry (Å):
C (-0.985, -0.725, -0.580)
C (2.022, -0.413, 0.756)
C (-1.645, 0.296, -0.158)
O (-0.343, -1.651, -0.903)
O (1.787, -1.123, 1.634)
O (1.112, 1.633, -0.152)
S (2.256, 0.744, -0.351)
H (-1.614, 1.240, -0.645)
H (-2.590, -0.001, 0.399)

Output
- Spin multiplicity: 1
- Gap between HOMO and LUMO: 8.1 eV
- HOMO: -9.04 eV
- LUMO: -0.034 Ha
- Charge: 0

Listed below, in e, are the Löwdin charges computed for each atom: -0.31, -0.45, 0.00, 0.14, 0.18, -0.60, 0.88, 0.06, 0.10


7.
Density functional theory data (ωB97M-V/def2-TZVPD) for C3H2O3Yb as an isolated structure at a distorted geometry.

Geometry (Å):
C (-0.304, -0.673, 0.343)
C (-0.211, 0.679, 0.187)
O (-0.342, 1.122, -1.213)
C (0.739, 1.431, -1.653)
O (1.659, 1.659, -2.288)
O (-0.379, -1.219, 1.499)
H (-0.260, -1.303, -0.557)
H (-0.326, 1.482, 0.908)
Yb (-0.576, -3.179, 2.773)

Output
- Spin multiplicity: 1
- Gap between HOMO and LUMO: 6.8 eV
- HOMO: -16.41 eV
- LUMO: -0.355 Ha
- Charge: +2

Listed below, in e, are the Löwdin charges computed for each atom: -0.29, 0.01, 0.21, -0.14, 0.42, -0.31, 0.14, 0.15, 1.80


8.
Density functional theory data (ωB97M-V/def2-TZVPD) for the molecule C3H2O4 at a distorted geometry.

Geometry (Å):
O (2.460, 0.643, -0.323)
C (1.454, 0.050, -0.201)
C (0.812, -1.097, 0.134)
O (-0.541, -0.972, 0.341)
C (-0.851, 0.322, 0.061)
O (-0.053, 1.228, 0.275)
O (-2.134, 0.489, -0.220)
H (1.209, -2.094, 0.126)
H (-2.357, 1.432, -0.194)

Output
- Spin multiplicity: 1
- SMILES: O=C=COC(=O)O
- Gap between HOMO and LUMO: 8.5 eV
- HOMO: -8.34 eV
- LUMO: 0.007 Ha
- Charge: 0

Listed below, in e, are the Löwdin charges computed for each atom: 0.15, -0.24, -0.08, 0.08, -0.54, 0.16, 0.20, 0.12, 0.15


9.
Density functional theory data (ωB97M-V/def2-TZVPD) for C3H2O4Pm as an isolated structure at a distorted geometry.

Geometry (Å):
H (-0.647, 2.789, 1.002)
C (-1.239, 1.882, 0.622)
C (-0.482, 0.906, 1.458)
O (0.027, 0.003, 0.670)
C (1.013, -1.141, 1.138)
O (1.193, -1.192, 2.329)
O (1.378, -1.708, 0.125)
Pm (-0.442, 0.045, -1.783)
O (-1.272, 1.705, -0.734)
H (-2.238, 1.956, 1.112)

Output
- Spin multiplicity: 6
- Gap between HOMO and LUMO (spin up / spin down): 6.0 / 6.2 eV
- ⟨S²⟩: 8.7560
- HOMO (spin up / spin down): -7.18 / -7.81 eV
- LUMO (spin up / spin down): -0.044 / -0.058 Ha
- Charge: 0

Listed below, in e, are the Löwdin charges computed for each atom: 0.13, -0.42, -0.03, -0.24, -0.70, 0.09, -0.02, 1.56, -0.50, 0.12


Calculated calculated total energy, -664.14354, -664.13571, -1062.31703, -341.22621, -341.08371, -739.30392, -1499.20200, -416.42122, -1024.73198 Ha (same order as the records).
Calculated energy relative to the best compared isomer or geometry (same formula, charge and spin), 14.1, 19.0, 33.8, 6.6, 96.1, 92.5, 3.4, 39.9, 27.4 kcal/mol (same order as the records).